No. 1
ORCA calculation (the ωB97M-V functional and the def2-TZVPD basis) on 2 unconnected molecules or ions with the total composition C5H14N in a non-equilibrium geometry.

The geometry in XYZ format:
```
20
Properties=species:S:1:pos:R:3:forces:R:3:nbo_charge:R:1
C 1.43026 0.53088 1.72589 -0.4 0.3 -0.3 -0.5998
C 2.04035 0.59257 0.31576 0.2 -0.5 0.9 -0.4117
C 1.81881 -0.67031 -0.54047 -0.2 0.8 -0.3 -0.6252
H 0.33007 0.54766 1.69716 0.0 -0.1 0.1 0.1455
H 1.70903 1.41361 2.30161 0.0 0.0 0.0 0.2371
H 1.72806 -0.34720 2.29773 0.1 -0.1 -0.2 0.2255
H 3.10652 0.75312 0.47932 0.0 0.0 -0.3 0.2291
H 1.66930 1.48453 -0.19561 0.1 0.0 -0.1 0.1849
H 2.66785 -0.81182 -1.20587 0.0 -0.2 0.0 0.2465
H 1.63506 -1.58300 0.02556 0.2 0.0 0.2 0.2134
H 0.96099 -0.50121 -1.19838 0.0 -0.3 -0.1 0.1679
C -2.52616 -1.15194 -0.43923 -0.1 0.2 0.4 -0.4308
C -1.41231 0.97081 -0.89737 -0.7 0.0 0.3 0.1315
N -1.49165 -0.12835 -0.26726 0.5 0.2 -0.7 -0.3789
H -3.07475 -1.20582 0.49983 0.0 -0.2 0.0 0.2520
H -2.03191 -2.09350 -0.66293 -0.1 0.0 0.0 0.2530
H -3.21736 -0.85923 -1.22451 0.1 0.0 -0.1 0.2387
H -2.23551 1.23705 -1.55032 0.1 0.1 -0.2 0.2265
H -0.59375 1.65077 -0.70390 0.1 -0.1 -0.1 0.2408
H -0.68648 -0.35094 0.31446 -0.1 -0.2 0.3 0.4540
```
Positions in Å, forces in eV/Å.

Energy above the lowest of the compared OMol25 structures with the same formula, charge and spin in kJ/mol: 121.58
Lowest unoccupied orbital energy in hartree: -0.189
2S+1: 1
Frontier orbital gap in eV: 9.978
Net charge: +1



No. 2
ORCA calculation (the ωB97M-V functional and the def2-TZVPD basis) on a molecular structure, C5H14N in a non-equilibrium geometry.

The geometry in XYZ format:
```
20
Properties=species:S:1:pos:R:3:forces:R:3:nbo_charge:R:1
C -0.02406 -1.89612 -0.68844 0.5 -1.3 0.5 -0.2357
C -1.28316 -1.11400 -0.27019 -0.2 0.3 0.1 -0.4222
C -0.96788 0.35260 0.03010 1.4 -0.8 0.9 -0.3902
C 0.20171 0.48607 1.04098 0.8 1.0 -0.5 -0.4756
C 0.56697 1.92990 1.24398 -0.9 -2.0 2.6 -0.1058
N 0.95908 -1.23865 -1.49904 -0.4 0.5 -0.6 -0.8907
H 0.48460 -2.32510 0.19795 -0.2 0.5 -0.1 0.1924
H -0.31816 -2.82210 -1.20599 -0.2 0.4 0.0 0.2244
H -1.72810 -1.58993 0.61480 0.1 0.0 -0.2 0.2215
H -2.04267 -1.14569 -1.05496 0.1 0.0 0.0 0.2275
H -1.75819 0.88945 0.55585 -0.5 0.1 -0.9 0.2274
H -0.56885 0.78993 -0.91122 -0.6 0.2 0.4 0.2140
H 1.14733 -0.01853 0.83230 -0.3 -0.3 -0.4 0.2367
H -0.03977 0.09083 2.04947 -0.3 0.4 -0.1 0.3102
H -0.21435 2.58971 1.60544 -0.1 0.4 -0.5 0.2551
H 1.51922 2.08999 1.74208 0.3 0.5 -0.6 0.2688
H 0.75302 2.35223 0.08187 0.5 0.8 -1.9 -0.0867
H 0.88034 -1.28895 -2.49594 0.1 0.0 0.0 0.3908
H 0.67699 2.61033 -0.70968 -0.1 -0.4 1.1 0.4667
H 1.75593 -0.74196 -1.15934 0.1 -0.2 0.2 0.3715
```
Positions in Å, forces in eV/Å.

Energy above the lowest of the compared OMol25 structures with the same formula, charge and spin in kJ/mol: 488.53
Lowest unoccupied orbital energy in hartree: -0.278
2S+1: 1
Frontier orbital gap in eV: 4.800
Net charge: +1



No. 3
ORCA calculation (the ωB97M-V functional and the def2-TZVPD basis) on a gas-phase ion, C5H14N (charge +1) in a non-equilibrium geometry.

The geometry in XYZ format:
```
20
Properties=species:S:1:pos:R:3:forces:R:3:nbo_charge:R:1
C -1.24520 -0.54629 1.21880 0.1 0.5 0.2 -0.2110
C -0.46330 -1.02327 0.00022 -0.2 -0.3 0.4 -0.4441
C 0.25513 0.08904 -0.75223 -0.1 0.2 -0.9 -0.4145
C 1.74263 0.08360 -0.49833 0.7 0.4 0.7 -0.3953
C 2.45040 1.39263 -0.86326 -0.1 -0.2 0.3 -0.6063
N -2.70431 -0.35449 0.84242 0.5 -0.6 -0.6 -0.6687
H -0.93225 0.44211 1.54069 0.3 0.1 0.0 0.2261
H -1.18809 -1.17674 2.10395 -0.3 -0.3 -0.2 0.2372
H 0.25893 -1.75583 0.34033 0.3 0.0 0.2 0.2536
H -1.09836 -1.64979 -0.63589 -0.2 0.3 -0.1 0.2145
H 0.04786 0.00545 -1.82360 0.2 -0.1 0.0 0.2238
H -0.09087 1.09798 -0.51524 -0.4 -0.1 0.4 0.1963
H 1.93020 -0.00635 0.57810 -0.3 -0.3 0.1 0.1917
H 2.21631 -0.78871 -0.95160 0.0 0.0 -0.1 0.2168
H 2.79323 1.41180 -1.89453 0.0 0.2 0.0 0.2214
H 3.28782 1.52635 -0.17983 0.3 -0.1 -0.3 0.2242
H 1.80358 2.24500 -0.63660 -0.1 0.0 -0.4 0.1999
H -2.75479 0.35771 0.11151 -0.2 0.3 0.3 0.4435
H -3.01217 -1.20978 0.37233 -0.3 0.0 0.3 0.4403
H -3.29675 -0.14041 1.64276 -0.2 0.1 -0.1 0.4506
```
Positions in Å, forces in eV/Å.

Energy above the lowest of the compared OMol25 structures with the same formula, charge and spin in kJ/mol: 43.89
SMILES: CCCCC[NH3+]
Lowest unoccupied orbital energy in hartree: -0.137
2S+1: 1
Frontier orbital gap in eV: 10.906
Net charge: +1